This record from OMol25 describes a cluster of 2 separate species, C3H5O5S in total at a distorted geometry. The level of theory is the ωB97M-V functional and the def2-TZVPD basis.

Values from the calculation:
E_LUMO (spin up / spin down), eV: 3.5 / 3.5
HOMO energy (spin up / spin down), Eh: -0.1802 / -0.1803
Energy relative to the best compared isomer or geometry (same formula, charge and spin), kJ/mol: 328.09
Net charge: -1

```
14
Properties=species:S:1:pos:R:3:forces:R:3:mulliken_charge:R:1
C -0.2637 -1.7031 0.4857 -0.0363 0.5649 -0.2082 0.69
C 1.2240 0.9168 -1.1415 -0.6772 -0.1768 0.6321 -0.93
C -0.5764 -0.1952 0.7702 2.8871 -0.1269 1.2940 -0.16
O -0.9434 -2.3917 1.2855 -0.3710 -0.4042 0.4905 -0.76
O 0.5175 -2.0201 -0.3937 0.3535 -0.2705 -0.3935 -0.67
O -0.7857 2.3323 -0.1297 0.2636 -0.1752 0.4155 -0.65
O -1.3392 0.4964 -1.6394 0.0969 -0.3313 0.0999 -0.65
O -1.5182 -0.1065 1.6610 -0.4290 -0.1543 0.1039 -0.49
S -0.4917 0.9889 -0.5745 0.0510 0.6656 -0.8234 1.15
H 1.8068 1.5682 -0.5069 0.1116 0.0807 0.1056 0.35
H 1.5118 -0.1200 -1.0257 0.1563 -0.2244 -0.0649 0.29
H 1.2504 1.2288 -2.1769 -0.2609 0.0952 -0.1896 0.35
H 1.2046 0.1739 1.5076 -2.4620 -0.2804 -0.9747 0.04
H -1.5969 -1.1687 1.8783 0.3160 0.7376 -0.4873 0.43
```
Positions in Å, forces in eV/Å.